[1]
Entry from OMol25: a molecular structure, C22H33IrN5S2 at a distorted geometry (ωB97M-V/def2-TZVPD).

Its orbital gap (spin up / spin down) is 5.05 / 5.42 eV. The multiplicity is 2. The net charge is +2.

Positions of all 63 atoms, in Å:
1 Ir 0.5637 0.2172 -0.2021
2 C 1.9978 -1.5897 2.2114
3 N 0.9550 -1.9841 1.2361
4 C -0.3236 -2.2894 1.8775
5 C -0.9170 -1.0699 2.5629
6 N -1.0905 0.0998 1.6769
7 C -0.9232 1.3146 2.4869
8 C -2.3768 0.0445 1.0215
9 C -3.5114 0.5858 1.6110
10 C -4.7486 0.5235 0.9877
11 C -4.8854 -0.1175 -0.2353
12 C -3.7794 -0.6795 -0.8317
13 C -2.5187 -0.5914 -0.2289
14 S -1.1857 -1.2796 -1.1112
15 C 1.4134 -3.0339 0.3848
16 C 1.0757 -4.3690 0.5515
17 C 1.6404 -5.3467 -0.2565
18 C 2.5404 -5.0117 -1.2628
19 C 2.8690 -3.6893 -1.4671
20 C 2.2933 -2.6953 -0.6657
21 S 2.6345 -1.0491 -1.0276
22 H 2.8845 -2.2113 2.0911
23 H 1.6392 -1.7317 3.2295
24 H 2.2840 -0.5455 2.0825
25 H -0.2065 -3.0639 2.6472
26 H -1.0065 -2.6691 1.1138
27 H -0.2617 -0.7684 3.3791
28 H -1.8789 -1.3628 2.9985
29 H -1.4426 1.2576 3.4507
30 H -1.2974 2.1794 1.9477
31 H 0.1356 1.4498 2.6898
32 H -3.4499 1.0493 2.5813
33 H -5.6065 0.9685 1.4664
34 H -5.8482 -0.1875 -0.7118
35 H -3.8625 -1.1854 -1.7815
36 H 0.4061 -4.6810 1.3340
37 H 1.3849 -6.3807 -0.0846
38 H 2.9823 -5.7802 -1.8787
39 H 3.5463 -3.3952 -2.2544
40 C 0.0068 1.6797 -3.1646
41 C -1.2240 1.9148 -2.2595
42 N -0.8315 2.1638 -0.8706
43 C -0.2508 3.4975 -0.6614
44 C 0.9189 3.4769 0.3365
45 N 1.7585 2.2734 0.2262
46 C 2.7907 2.3552 -0.8204
47 C 2.2156 2.3035 -2.2391
48 N 1.1827 1.2721 -2.3940
49 H 0.2220 2.5827 -3.7409
50 H -0.2492 0.9047 -3.8870
51 H -1.8441 1.0189 -2.2655
52 H -1.8282 2.7367 -2.6614
53 H -1.6660 2.0720 -0.2954
54 H -1.0018 4.1982 -0.2823
55 H 0.0851 3.8807 -1.6214
56 H 0.5215 3.5185 1.3518
57 H 1.5211 4.3794 0.1777
58 H 2.2624 2.1924 1.1084
59 H 3.4658 1.5088 -0.6837
60 H 3.3671 3.2831 -0.7240
61 H 3.0511 2.1218 -2.9215
62 H 1.7979 3.2749 -2.4969
63 H 1.6032 0.4591 -2.8311

natural (NBO) atomic charge list, values in e, 2 entries:
1 Ir 0.97
2 C -0.42

=====

[2]
Entry from OMol25: 2 unconnected molecules or ions with the total composition CH2N3O6 at a distorted geometry (ωB97M-V/def2-TZVPD).

Its orbital gap (spin up / spin down) is 8.29 / 8.29 eV. The multiplicity is 1. The net charge is +1. As for the energy above the lowest of the compared OMol25 structures with the same formula, charge and spin: 4.8 kcal per mole.

Positions of all 12 atoms, in Å:
1 C -1.1256 0.7893 0.1988
2 N 2.0157 -0.4643 -0.2528
3 N -2.0624 0.0298 -0.4311
4 N -0.9005 1.5987 1.0179
5 O 1.0364 -0.3495 -0.9498
6 O 3.1719 -0.3272 -0.5068
7 O -3.1895 -0.0259 -0.1531
8 O -1.6396 -0.7058 -1.4600
9 O -0.3954 2.3505 1.7027
10 O 1.6487 -0.7066 1.0433
11 H -0.7763 -0.9363 -1.7389
12 H 2.2166 -1.2525 1.5298

natural (NBO) atomic charge list, values in e, 2 entries:
1 C 0.17
2 N 0.74

=====

[3]
Entry from OMol25: a molecular structure, C24H30F3O8PtS at a distorted geometry (ωB97M-V/def2-TZVPD).

Its orbital gap (spin up / spin down) is 5.74 / 5.65 eV. The multiplicity is 5. The net charge is -1. As for the energy above the lowest of the compared OMol25 structures with the same formula, charge and spin: 100.1 kcal per mole.

Positions of all 67 atoms, in Å:
1 C 2.9742 0.4863 -2.1722
2 C 2.9274 0.1318 -0.6575
3 C 1.6722 -0.1145 -2.7606
4 C 1.2741 -1.2189 -1.7922
5 H 1.8318 -0.4681 -3.7724
6 H 0.9025 0.6546 -2.7930
7 C 1.6079 -0.6028 -0.4138
8 H 3.0072 1.0324 -0.0529
9 H 3.7655 -0.5125 -0.4005
10 C 0.5368 0.3530 0.0859
11 H 1.7292 -1.3873 0.3334
12 H 1.9933 -2.0364 -1.9296
13 C -0.0944 -1.7786 -1.9225
14 C 2.9150 1.9788 -2.4288
15 C 4.1928 -0.1834 -2.8215
16 O 4.1060 -1.1342 -3.5567
17 O 2.5492 2.8197 -1.6390
18 O 3.2512 2.2475 -3.7063
19 O 5.4365 0.2419 -2.4890
20 C 5.6876 1.4256 -1.7253
21 H 5.0755 1.4861 -0.8308
22 H 5.5421 2.3150 -2.3349
23 H 6.7311 1.3646 -1.4346
24 C 3.1308 3.6219 -4.1126
25 H 2.1000 3.9550 -4.0241
26 H 3.4520 3.6481 -5.1471
27 H 3.7630 4.2593 -3.4997
28 O -0.5122 -0.3214 0.7002
29 H 0.1709 0.9784 -0.7367
30 H 1.0070 1.0389 0.8017
31 C -0.2622 -3.2406 -1.7577
32 C -1.2234 -0.9628 -2.4230
33 H -1.0522 -0.5996 -3.4444
34 H -1.3986 -0.0762 -1.8088
35 H -2.1496 -1.5289 -2.4192
36 H -1.2255 -3.4788 -1.3112
37 H 0.5191 -3.6735 -1.1331
38 H -0.2187 -3.7634 -2.7242
39 Pt -1.7517 -0.1080 2.0412
40 C -1.9890 -1.6117 3.9546
41 C -0.9058 -2.0872 3.1742
42 C 0.1177 -1.1346 3.2309
43 H -0.9000 -2.9937 2.5960
44 C -0.3397 -0.0440 3.9898
45 C -1.6385 -0.3629 4.4678
46 H -2.2586 0.2618 5.0861
47 H -2.9351 -2.1065 4.0789
48 H 1.0523 -1.1817 2.7006
49 H 0.2130 0.8563 4.1986
50 C -3.5280 1.3786 1.2472
51 C -3.4077 1.5251 2.6450
52 C -2.1499 2.1014 2.9082
53 H -4.1447 1.2347 3.3740
54 C -1.4792 2.2681 1.6828
55 C -2.3461 1.8379 0.6561
56 H -2.1136 1.8011 -0.3937
57 H -4.3577 0.9315 0.7330
58 H -1.7622 2.3622 3.8761
59 H -0.4828 2.6550 1.5530
60 F -6.4900 -2.2684 2.8454
61 C -5.4886 -1.3390 2.6366
62 F -6.0337 -0.2678 1.9596
63 F -5.0132 -0.9319 3.8652
64 S -4.1662 -2.1226 1.6451
65 O -3.7919 -3.5081 2.1940
66 O -4.9039 -2.6078 0.3885
67 O -2.7199 -1.4949 0.9199

Mulliken atomic charge list, values in e, 2 entries:
1 C 2.80
2 C -2.05

=====

[4]
Entry from OMol25: a molecular structure, C4H4O2Pm at a distorted geometry (ωB97M-V/def2-TZVPD).

Its orbital gap (spin up / spin down) is 3.81 / 3.98 eV. The multiplicity is 6. The net charge is +2. As for the energy above the lowest of the compared OMol25 structures with the same formula, charge and spin: 109.4 kcal per mole.

Positions of all 11 atoms, in Å:
1 O -1.7038 2.5438 1.7896
2 C -2.0564 1.3854 1.4917
3 C -0.8205 0.8797 1.0972
4 H -3.0900 1.0462 1.3277
5 H -0.1329 0.5422 1.8843
6 C -0.0510 -0.9146 -0.9952
7 C 1.2304 -0.9652 -1.3112
8 O 2.3985 -0.8715 -1.1441
9 Pm 5.1000 -1.2068 -1.4271
10 H -0.7363 -0.3520 -1.6356
11 H -0.1381 -2.0873 -1.0771

natural (NBO) atomic charge list, values in e, 2 entries:
1 O -0.44
2 C 0.24

=====

[5]
Entry from OMol25: a single C4H6N2S2 molecule at a distorted geometry (ωB97M-V/def2-TZVPD).

Its orbital gap is 9.18 eV. Its structure (SMILES) is S=C1NC[C@@H]1/C=N\S. The multiplicity is 1. The net charge is 0. As for the energy above the lowest of the compared OMol25 structures with the same formula, charge and spin: 62.4 kcal per mole.

Positions of all 14 atoms, in Å:
1 C -0.0362 -1.0782 1.0928
2 C 0.7360 -0.6165 -0.2133
3 C -0.0671 -0.2179 -1.5116
4 C 1.2006 0.8837 -0.1956
5 H -2.6783 0.4868 2.4932
6 H 0.1232 -2.1246 1.3355
7 H 1.5042 -1.3995 -0.4480
8 H -1.2046 -0.2613 -1.3200
9 H 0.1619 -0.7861 -2.4622
10 H 0.3203 2.0573 -1.7729
11 N -0.9931 -0.7071 1.7846
12 N 0.3834 1.1496 -1.2524
13 S -1.5814 0.8684 1.7185
14 S 2.1311 1.7452 0.7514

natural (NBO) atomic charge list, values in e, 2 entries:
1 C 0.11
2 C -0.35

=====

[6]
Entry from OMol25: a single C4H11NO molecule (ωB97M-V/def2-TZVPD).

Its orbital gap is 10.25 eV. Its structure (SMILES) is CCCNCO. The multiplicity is 1. The net charge is 0. As for the energy above the lowest of the compared OMol25 structures with the same formula, charge and spin: 26.7 kcal per mole.

Positions of all 17 atoms, in Å:
1 C 0.0533 0.3584 -0.9538
2 N -0.0807 1.0100 0.3365
3 C -0.9991 0.3594 1.2531
4 O -0.7413 0.7340 2.5928
5 C 0.8626 -0.9371 -0.8869
6 C 1.0059 -1.5632 -2.2697
7 H -0.9139 0.1400 -1.4369
8 H 0.6275 1.0009 -1.6193
9 H -0.3840 1.9644 0.1853
10 H -0.8472 -0.7030 1.1838
11 H -2.0338 0.6269 0.9985
12 H -0.4365 1.6484 2.5944
13 H 0.3795 -1.6722 -0.2352
14 H 1.8050 -0.6668 -0.4041
15 H 1.9739 -1.4506 -2.7652
16 H 0.7748 -2.6241 -2.2432
17 H 0.2792 -1.1400 -2.9609

natural (NBO) atomic charge list, values in e, 2 entries:
1 C -0.21
2 N -0.64

=====

[7]
Entry from OMol25: a single C19H26N2O4 molecule (ωB97M-V/def2-TZVPD).

Its orbital gap is 9.32 eV. Its structure (SMILES) is CCCCCOC(=O)C1=C(C)NC(=O)N[C@@H]1c1ccccc1OCC. The multiplicity is 1. The net charge is 0. As for the energy above the lowest of the compared OMol25 structures with the same formula, charge and spin: 7.6 kcal per mole.

Positions of all 51 atoms, in Å:
1 C -0.5604 4.4729 3.4951
2 C -1.4790 4.7278 2.3056
3 C -1.2214 3.7800 1.1341
4 C 0.1215 4.0255 0.4500
5 C 0.3401 3.0763 -0.7265
6 H -0.4753 3.1515 -1.4498
7 H 1.2942 3.3032 -1.2146
8 O 0.3424 1.7141 -0.3165
9 C 1.4892 1.2471 0.2201
10 O 2.4861 1.9282 0.3349
11 C 1.3618 -0.1523 0.6093
12 C 2.3906 -0.8519 1.1480
13 N 2.2087 -2.1672 1.4827
14 C 0.9684 -2.7981 1.5524
15 O 0.8683 -3.9167 2.0062
16 N -0.0675 -2.0365 1.1532
17 H -0.9694 -2.4889 1.1282
18 C 0.0466 -0.8370 0.3370
19 C -0.1423 -1.1858 -1.1310
20 C 0.8985 -1.1724 -2.0405
21 C 0.6883 -1.5053 -3.3686
22 C -0.5780 -1.8622 -3.7880
23 C -1.6332 -1.8921 -2.8915
24 C -1.4259 -1.5616 -1.5584
25 O -2.3820 -1.5996 -0.5824
26 C -3.7452 -1.7331 -0.9340
27 C -4.3171 -0.4633 -1.5559
28 H -5.3763 -0.5982 -1.7565
29 H -4.1895 0.3717 -0.8715
30 H -3.8076 -0.2247 -2.4864
31 H -3.8946 -2.5955 -1.5948
32 H -4.2463 -1.9409 0.0157
33 H -2.6095 -2.1830 -3.2461
34 H -0.7559 -2.1238 -4.8205
35 H 1.5097 -1.4852 -4.0681
36 H 1.8857 -0.8884 -1.7079
37 H -0.7803 -0.1742 0.6237
38 H 2.9773 -2.6915 1.8757
39 C 3.7436 -0.2855 1.4151
40 H 3.6667 0.5520 2.1055
41 H 4.4073 -1.0397 1.8314
42 H 4.1729 0.1137 0.4986
43 H 0.9389 3.8817 1.1568
44 H 0.1683 5.0501 0.0765
45 H -1.2586 2.7477 1.4889
46 H -2.0176 3.9050 0.3953
47 H -1.3581 5.7594 1.9671
48 H -2.5155 4.6061 2.6294
49 H -0.6428 3.4391 3.8241
50 H -0.8320 5.1196 4.3265
51 H 0.4769 4.6704 3.2388

natural (NBO) atomic charge list, values in e, 2 entries:
1 C -0.61
2 C -0.39

=====

[8]
Entry from OMol25: 2 unconnected molecules or ions with the total composition C3H4BrN at a distorted geometry (ωB97M-V/def2-TZVPD).

Its orbital gap (spin up / spin down) is 5.55 / 5.55 eV. The multiplicity is 1. The net charge is 0. As for the energy above the lowest of the compared OMol25 structures with the same formula, charge and spin: 108.6 kcal per mole.

Positions of all 9 atoms, in Å:
1 C -0.4040 1.5443 -0.3489
2 C 0.2519 -0.8813 0.2369
3 C -0.2176 0.3193 -0.0949
4 N 0.2478 -1.8991 -0.5344
5 Br -3.2421 -0.6095 0.2622
6 H -1.3240 2.1126 -0.7807
7 H 0.3560 2.1199 -0.7327
8 H 0.5914 -1.0610 1.2491
9 H 0.4021 -2.8601 -0.1000

natural (NBO) atomic charge list, values in e, 2 entries:
1 C -0.47
2 C -0.11

=====

Per-record total energy, Eh: -2031.99569, -654.30229, -2351.20866, -912.73535, -1061.81672, -288.97448, -1150.12975, -2745.28895